No. 1
DFT (wB97M-V/def2-TZVPD) results for a structure of composition C23H33F3MnN6O3.

XYZ file:
```
69
Properties=species:S:1:pos:R:3:forces:R:3
Mn -0.19273 -0.63569 0.19298 0.34 0.54 -0.20
C 4.99840 0.69848 -0.94182 -0.01 -0.12 0.06
N 3.87914 -0.14262 -0.54798 0.11 0.03 -0.01
C 2.62311 0.02002 -0.97845 -0.35 -0.08 0.12
N 2.36777 0.98834 -1.85450 -0.10 0.03 -0.15
O 1.71031 -0.75641 -0.55768 0.38 -0.16 0.11
H 5.90944 0.27416 -0.53158 0.00 0.01 0.03
H 4.89093 1.71689 -0.56748 -0.03 0.04 0.03
H 5.11249 0.72209 -2.02575 -0.02 -0.04 -0.04
H 4.00335 -0.85924 0.14475 0.05 -0.04 0.01
H 3.09486 1.55657 -2.24944 -0.01 0.03 0.03
H 1.41056 1.11805 -2.16653 0.09 0.05 0.01
F -2.82915 -1.14803 -0.55390 -0.17 0.04 0.10
C -2.22237 -0.40102 0.41148 0.23 -0.46 -0.12
F -2.77874 0.79694 0.36097 -0.34 0.19 0.08
F -2.57823 -0.95200 1.61488 -0.25 0.00 0.06
C -1.36449 -0.05842 -4.51707 0.02 0.04 0.07
C -1.31197 1.01934 -3.46296 -0.02 -0.10 0.00
C -1.85140 2.27505 -3.68572 -0.02 -0.03 -0.08
C -1.82507 3.23058 -2.67804 0.00 0.24 0.22
C -2.42779 4.59697 -2.89729 0.01 -0.06 0.00
C -1.25681 2.93585 -1.43957 -0.21 0.18 -0.10
C -0.68436 1.69136 -1.17570 0.15 0.11 0.40
C -0.72320 0.76011 -2.22840 -0.01 -0.14 -0.17
N -0.09129 1.27579 0.02790 0.06 -0.19 -0.12
C 0.27298 2.11205 1.20178 -0.05 0.08 -0.29
C 0.73402 3.53067 0.83383 0.04 0.04 0.00
C -0.87191 2.21944 2.21015 -0.15 -0.04 -0.02
C 1.49270 1.45674 1.86884 0.16 0.00 0.03
H -1.75688 0.32845 -5.45636 0.02 0.00 0.03
H -2.01019 -0.87999 -4.19757 0.01 0.04 0.01
H -0.37338 -0.47601 -4.70999 -0.03 0.02 0.01
H -2.30854 2.50498 -4.64216 0.02 0.01 0.05
H -2.93807 4.65669 -3.85779 0.02 -0.01 0.02
H -1.65669 5.37027 -2.87667 -0.01 -0.03 0.00
H -3.15025 4.83629 -2.11433 0.03 -0.03 -0.02
H -1.32170 3.68924 -0.67304 0.02 0.01 0.07
H -0.28223 -0.22570 -2.11157 0.08 -0.19 0.04
H -0.08539 4.23536 0.72379 -0.01 -0.01 -0.04
H 1.33660 3.53642 -0.07713 -0.04 -0.03 0.02
H 1.35540 3.89740 1.65366 -0.01 0.04 -0.04
H -1.75645 2.65009 1.73955 0.03 0.00 0.04
H -0.58078 2.85313 3.05128 0.00 -0.02 -0.04
H -1.15962 1.24099 2.60879 0.02 0.02 -0.03
H 2.40899 1.71990 1.33346 -0.04 -0.01 -0.01
H 1.45459 0.36966 1.89914 -0.03 0.01 0.00
H 1.59226 1.81088 2.89838 0.03 0.03 -0.07
N -3.41763 -6.18878 1.27934 0.16 0.10 -0.06
C -2.52190 -5.61569 0.84344 0.15 0.09 -0.11
C -1.39679 -4.88821 0.29395 -0.33 -0.34 0.13
C -0.30999 -5.54543 -0.26279 0.02 -0.14 -0.01
C 0.73679 -4.78612 -0.74866 0.02 -0.05 -0.01
C 0.66933 -3.41169 -0.65614 -0.34 0.01 0.06
N -0.38689 -2.76930 -0.11850 0.22 -0.05 -0.14
C -1.40006 -3.50878 0.34866 0.11 0.28 -0.12
H -0.29271 -6.62649 -0.30831 0.01 0.02 0.00
H 1.60558 -5.24862 -1.19467 -0.02 -0.01 0.01
H 1.47125 -2.79032 -1.01932 0.01 0.02 0.01
H -2.23759 -2.99390 0.78777 -0.02 0.03 0.02
N -0.11832 -0.83715 4.91608 0.00 0.03 0.04
C -0.19887 -2.26426 4.61609 -0.05 0.18 0.12
C 0.08033 -2.50182 3.14865 -0.03 -0.02 -0.18
O 0.20468 -3.57474 2.64384 0.12 0.01 -0.03
O 0.15236 -1.33756 2.44060 0.11 -0.54 -0.42
H -0.93831 -0.49362 5.39351 -0.05 0.01 0.03
H 0.05444 -0.64254 3.13046 -0.10 0.39 0.46
H 0.69028 -0.60769 5.47631 0.01 0.01 0.03
H -1.20052 -2.65318 4.80107 0.00 -0.02 0.04
H 0.49629 -2.87420 5.18946 0.01 -0.04 0.03
```
Positions in Å, forces in eV/Å.

orbital gap (spin up / spin down)	6.893 / 7.327	eV
relative energy (zero: lowest compared OMol25 entry of this formula, charge and spin)	13.0	kcal per mole
LUMO level (spin up / spin down)	-3.2078 / -2.9176	eV
max |F|	0.69	eV/Å
total charge	+1
spin multiplicity	5



No. 2
DFT (wB97M-V/def2-TZVPD) results for a cluster of 12 separate species, C34H60Br22Cl3FNO in total in a non-equilibrium geometry.

XYZ file:
```
122
Properties=species:S:1:pos:R:3:forces:R:3
C -0.40469 -0.53609 -1.29978 -0.26 0.53 0.31
C -1.47173 -0.35685 -1.82338 -0.20 0.53 -0.52
C -2.81558 -0.26473 -2.47072 -0.16 -0.45 -0.24
C -3.09810 -1.63437 -3.19903 -0.70 0.09 -0.58
C -4.40684 -2.31385 -2.79943 0.03 -0.13 -0.17
O -4.66612 -2.77485 -1.74508 0.05 0.04 0.29
Cl -5.66217 -2.46569 -4.09819 0.53 0.19 0.09
C -3.86179 0.09083 -1.38630 0.82 0.03 0.18
C -3.46418 1.41011 -0.70247 -1.19 -1.01 0.71
N -2.76541 2.39859 -1.57319 -0.04 -0.03 0.23
C -3.00605 2.28637 -3.03159 0.30 0.10 -1.27
C -4.27689 3.00041 -3.52503 -0.31 -0.39 0.18
Cl -4.09371 4.76190 -3.19241 0.32 -0.49 0.31
C -5.64640 2.39678 -3.08235 -0.69 0.68 -0.95
C -6.13356 1.27132 -4.04256 -0.01 0.33 0.87
Cl -6.91188 3.70537 -3.23921 0.21 -0.29 0.23
C -2.83341 0.84199 -3.56778 0.47 0.12 0.70
F -1.60061 0.78376 -4.20227 -0.03 0.03 -0.23
H 0.42247 -0.73302 -0.64141 0.06 0.04 -0.40
H -2.29269 -2.35227 -3.02881 -0.16 0.06 0.18
H -3.15402 -1.45737 -4.27799 0.20 -0.06 0.21
H -4.89314 0.09030 -1.74586 0.22 0.08 -0.23
H -3.79459 -0.68406 -0.61415 -0.14 0.12 -0.15
H -4.36388 1.88379 -0.29678 0.24 0.09 -0.09
H -2.83746 1.17271 0.15550 0.18 0.21 -0.31
H -1.75572 2.32815 -1.39916 -0.02 0.02 -0.07
H -3.05546 3.33889 -1.28042 0.23 0.11 -0.14
H -2.17109 2.85645 -3.50041 -0.82 -0.41 0.49
H -4.24968 2.91796 -4.61684 0.07 0.12 0.19
H -5.70311 2.09577 -2.03733 0.19 0.10 -0.11
H -5.94219 0.27360 -3.64061 0.26 0.09 -0.26
H -7.22007 1.37046 -4.08797 0.20 -0.18 -0.23
H -5.70557 1.40839 -5.03838 -0.15 -0.18 0.09
H -3.56805 0.64245 -4.35136 -0.15 -0.06 0.32
Br 1.15433 5.25710 -1.61633 0.11 -0.23 0.05
C 1.70158 5.26120 -3.48446 -0.03 0.19 0.19
C 0.50035 5.22941 -4.38969 0.03 -0.01 -0.15
Br -0.27254 3.44052 -4.43585 0.55 0.25 -0.30
H 2.36439 4.41271 -3.62324 -0.04 -0.01 -0.03
H 2.26280 6.18274 -3.62287 -0.06 0.02 -0.03
H 0.77881 5.45291 -5.41763 0.04 -0.05 0.02
H -0.28735 5.90861 -4.07445 0.03 -0.01 0.05
Br -2.01268 3.35764 1.32217 0.04 0.33 0.25
C -1.21993 3.41594 3.10410 0.27 0.20 0.08
C -0.18859 2.33539 3.26450 -0.02 -0.27 0.16
Br -1.02240 0.59465 3.52081 0.01 0.06 -0.13
H -2.03718 3.33761 3.81404 -0.02 -0.07 -0.06
H -0.76511 4.40119 3.18519 0.03 -0.03 -0.07
H 0.40367 2.50790 4.16033 -0.03 0.08 0.00
H 0.47211 2.24667 2.40710 -0.02 0.05 0.00
Br 0.10541 -5.87275 -2.94766 -0.14 0.03 -0.10
C 0.21050 -5.19561 -4.77193 0.13 -0.24 0.16
C 1.11508 -3.99453 -4.86399 -0.06 0.09 -0.19
Br 0.27596 -2.38069 -4.17940 0.08 -0.01 0.10
H -0.80720 -4.99862 -5.09540 0.05 0.10 -0.04
H 0.62159 -6.01477 -5.35820 0.01 0.03 -0.02
H 1.34885 -3.77388 -5.90351 -0.02 -0.05 0.00
H 2.03769 -4.12127 -4.30530 -0.03 -0.05 0.02
Br 1.99379 -3.57267 -0.82203 0.11 0.12 -0.01
C 2.88526 -3.95796 0.86256 0.02 -0.13 -0.15
C 1.95369 -3.75396 2.02437 0.14 0.12 0.17
Br 1.70952 -1.86057 2.42032 -0.10 -0.05 -0.05
H 3.76917 -3.32838 0.90660 -0.04 0.03 0.05
H 3.18909 -5.00180 0.79268 -0.08 -0.01 0.00
H 2.37289 -4.18402 2.93212 0.02 -0.01 -0.03
H 0.96659 -4.16971 1.85258 0.04 -0.01 -0.05
Br -1.73115 -2.86424 -0.20890 -0.36 -0.63 0.52
C -3.07458 -3.88368 0.76974 0.01 0.16 -0.10
C -2.64213 -4.20558 2.17239 -0.05 -0.24 0.04
Br -1.34754 -5.65258 2.18436 -0.05 0.05 0.07
H -3.28205 -4.77291 0.18103 -0.05 -0.04 0.09
H -3.95668 -3.24769 0.78138 -0.02 -0.03 -0.01
H -3.48967 -4.57084 2.74915 0.00 0.00 -0.03
H -2.18603 -3.36795 2.69272 0.00 0.04 -0.10
Br 3.15756 2.70078 5.93230 -0.11 0.13 -0.06
C 2.75016 4.29737 6.97301 0.17 -0.24 0.08
C 1.37205 4.22423 7.57534 -0.04 0.18 -0.01
Br -0.00364 4.56747 6.23999 -0.05 -0.02 0.05
H 2.88076 5.14728 6.31075 -0.07 0.00 0.01
H 3.50636 4.33117 7.75469 -0.06 0.00 0.04
H 1.23870 4.99815 8.32818 0.04 0.02 -0.04
H 1.15217 3.25549 8.01238 0.04 -0.01 -0.04
Br 4.08602 -7.94809 -0.46105 -0.05 0.12 0.06
C 4.01328 -8.12967 1.47555 0.15 -0.16 -0.22
C 2.79529 -8.89620 1.91667 -0.12 0.11 0.21
Br 1.19075 -7.79862 1.80908 0.12 -0.07 -0.10
H 4.04951 -7.12520 1.88600 -0.04 -0.03 0.06
H 4.92068 -8.66397 1.74916 -0.04 -0.02 0.03
H 2.88263 -9.17895 2.96375 0.03 0.02 -0.01
H 2.60941 -9.78262 1.31875 0.06 0.03 -0.04
Br -4.67195 -7.74014 -0.49801 0.01 0.06 -0.09
C -3.35973 -7.39510 -1.89685 0.03 0.15 0.27
C -3.79847 -6.30006 -2.83665 0.01 -0.12 -0.20
Br -5.15245 -6.91868 -4.08724 -0.05 0.05 0.03
H -3.18881 -8.34294 -2.39712 -0.01 0.06 -0.08
H -2.45449 -7.09645 -1.37038 0.01 0.02 -0.05
H -2.96064 -5.98157 -3.45435 0.05 -0.04 0.08
H -4.21817 -5.43806 -2.32497 0.01 -0.06 0.10
Br 7.52595 -0.52772 2.19847 -0.01 0.08 -0.03
C 7.12663 1.06845 3.24211 0.14 -0.26 0.05
C 5.75243 0.99869 3.84943 -0.11 0.24 0.00
Br 4.36842 1.34812 2.52244 -0.03 -0.08 0.01
H 7.25579 1.91887 2.58035 -0.05 0.01 0.03
H 7.88686 1.10059 4.02016 -0.04 0.04 0.02
H 5.62918 1.77365 4.60355 0.07 0.02 -0.02
H 5.53072 0.03042 4.28797 0.04 -0.02 -0.04
Br 10.81025 2.51022 4.61735 -0.04 0.05 0.03
C 10.77626 2.42323 6.56121 0.13 -0.14 -0.21
C 9.51555 1.77260 7.06386 -0.09 0.14 0.21
Br 7.99387 2.98524 6.95373 -0.04 -0.09 -0.10
H 10.90263 3.43817 6.92431 -0.06 -0.02 0.03
H 11.64640 1.83088 6.83620 -0.05 -0.03 0.03
H 9.60781 1.52569 8.11940 0.04 0.02 -0.01
H 9.24864 0.87940 6.50770 0.06 0.02 -0.03
Br -2.61741 7.87556 -4.62492 -0.02 -0.05 0.05
C -3.26188 8.81555 -3.04383 0.01 0.08 -0.23
C -2.12477 9.39018 -2.24405 -0.02 -0.03 0.34
Br -1.19937 8.01567 -1.21970 -0.03 0.06 -0.18
H -3.86263 8.10954 -2.47875 0.04 0.02 0.04
H -3.90082 9.60923 -3.42511 0.03 0.01 0.01
H -2.49680 10.09655 -1.50488 -0.06 0.00 -0.04
H -1.37763 9.87684 -2.86270 -0.04 -0.02 -0.04
```
Positions in Å, forces in eV/Å.

orbital gap	9.503	eV
relative energy (zero: lowest compared OMol25 entry of this formula, charge and spin)	7.2	kcal per mole
LUMO level	-1.7350	eV
max |F|	1.71	eV/Å
total charge	+1



No. 3
DFT (wB97M-V/def2-TZVPD) results for an isolated molecule of C4H7NS in a non-equilibrium geometry.

XYZ file:
```
13
Properties=species:S:1:pos:R:3:forces:R:3
C -1.40089 1.14402 0.60968 -1.61 0.79 -2.42
C -0.24747 0.58664 1.31246 -0.81 -2.49 -0.60
N 0.93017 0.39911 0.62122 3.11 -4.91 -7.38
C 0.85499 -0.75879 -0.60169 0.88 5.92 6.18
C 1.64738 -1.34770 -1.70581 -1.46 0.86 1.26
S -0.17684 -1.74036 -1.42217 -0.75 -0.86 -0.81
H -1.35745 2.23470 0.20630 0.61 -2.00 0.37
H -1.54298 0.35541 -0.24647 -0.77 1.98 1.36
H -2.19370 1.23373 1.36351 -0.41 -0.60 -0.58
H -0.49520 -0.41998 1.65852 -0.73 -0.01 0.60
H -0.00012 1.14887 2.11986 0.85 1.73 2.69
H 1.75657 -0.61086 -2.51985 0.70 -1.11 0.16
H 2.22555 -2.22477 -1.39554 0.38 0.69 -0.84
```
Positions in Å, forces in eV/Å.

SMILES string	CC/N=C1/CS1
orbital gap (spin up / spin down)	7.863 / 8.702	eV
relative energy (zero: lowest compared OMol25 entry of this formula, charge and spin)	128.3	kcal per mole
LUMO level (spin up / spin down)	0.0133 / 0.1065	eV
max |F|	9.39	eV/Å
total charge	0